{"formula": "C3H7N3O2", "method": "ωB97M-V/def2-TZVPD", "homo_energy_ha": -0.325, "smiles": "[H]/N=C(\\NO)NC(C)=O", "e_lumo_ev": 0.59, "relative_energy_kcal_mol": 109.3, "mol_weight_g_mol": 117.11, "largest_force_ev_per_a": 5.73, "elements": ["H", "N", "C", "N", "O", "N", "C", "C", "O", "H", "H", "H", "H", "H", "H"], "xyz": [[-2.8664, 1.6667, 0.0095], [-1.7337, 1.6804, -0.1111], [-1.2315, 0.5647, 0.0188], [-1.8652, -0.6875, -0.2828], [-1.7531, -1.7890, 0.4530], [0.1251, 0.5271, 0.3646], [1.0166, -0.4417, 0.0329], [2.4525, 0.1561, 0.0789], [0.6122, -1.5282, -0.3451], [-2.8353, -0.6454, -0.4665], [-0.8498, -2.0654, 0.0849], [0.3371, 1.5617, 0.2677], [2.4669, 1.2658, -0.5740], [3.1873, -0.5774, -0.6551], [2.9372, 0.3120, 1.1243]], "atomic_forces_ev_per_a": [[3.66, -0.09, -0.91], [-4.83, 3.04, 0.54], [-0.71, -4.87, 0.33], [-0.20, 3.58, -1.19], [2.65, -2.50, 1.21], [-0.64, 2.50, -0.46], [0.26, 1.26, -0.51], [2.61, 0.07, -3.09], [1.90, -0.17, 0.15], [-0.92, 1.06, -0.57], [-1.08, -0.48, 1.06], [0.66, -1.78, 0.71], [-0.20, -3.27, 2.19], [-2.06, 2.03, 2.47], [-1.11, -0.38, -1.93]]}

---

{"formula": "C5H8N", "method": "ωB97M-V/def2-TZVPD", "homo_energy_ha": -0.562, "smiles": "C=C1[C@H](C)[N+]1=C", "e_lumo_ev": -5.51, "relative_energy_kcal_mol": 72.7, "charge": 1, "mol_weight_g_mol": 82.13, "largest_force_ev_per_a": 2.88, "elements": ["C", "C", "C", "C", "N", "C", "H", "H", "H", "H", "H", "H", "H", "H"], "xyz": [[-2.1057, -1.0839, 0.0588], [-1.0238, -0.4084, -0.2316], [0.4920, -0.1951, -0.6848], [1.6256, -0.6621, 0.1752], [-0.4191, 0.8308, -0.1888], [-0.5236, 2.0633, 0.0526], [-2.9768, -0.6084, 0.4879], [-2.1647, -2.1463, -0.1175], [0.6769, -0.1336, -1.7519], [2.4252, 0.0784, 0.1788], [2.0220, -1.5867, -0.2369], [1.3060, -0.8490, 1.1966], [0.3225, 2.7209, -0.1041], [-1.4520, 2.4889, 0.4136]], "atomic_forces_ev_per_a": [[-0.29, 0.15, 0.14], [2.66, -0.45, -1.03], [-2.14, -1.24, 0.45], [0.04, 0.21, 0.16], [-0.19, 0.85, 0.25], [-0.04, 0.62, 0.13], [-0.02, 0.10, 0.02], [0.13, -0.07, -0.09], [-0.18, 0.14, -0.02], [0.06, -0.02, -0.01], [-0.02, -0.03, -0.05], [-0.03, 0.02, 0.07], [0.12, -0.11, -0.06], [-0.10, -0.18, 0.02]]}

---

{"formula": "C5H8O", "method": "ωB97M-V/def2-TZVPD", "homo_energy_ha": -0.345, "smiles": "C=CCC(C)=O", "e_lumo_ev": 0.97, "relative_energy_kcal_mol": 18.9, "mol_weight_g_mol": 84.12, "largest_force_ev_per_a": 0.38, "elements": ["C", "C", "C", "C", "C", "O", "H", "H", "H", "H", "H", "H", "H", "H"], "xyz": [[-2.2449, -0.3038, -0.0580], [-1.1570, 0.2603, 0.4571], [-0.1018, 0.9473, -0.3741], [1.0529, 0.0055, -0.7067], [1.8013, -0.6025, 0.4610], [1.3384, -0.2541, -1.8537], [-2.4465, -0.2740, -1.1271], [-2.9725, -0.8149, 0.5663], [-0.9828, 0.2079, 1.5321], [-0.5163, 1.2960, -1.3239], [0.3004, 1.8146, 0.1673], [2.7103, -1.0854, 0.0978], [2.0502, 0.1557, 1.2118], [1.1683, -1.3525, 0.9501]], "atomic_forces_ev_per_a": [[0.11, 0.07, 0.06], [-0.13, -0.12, -0.01], [-0.04, 0.06, -0.12], [0.06, -0.06, -0.11], [0.07, -0.03, -0.02], [-0.08, 0.10, 0.36], [0.04, 0.02, 0.15], [0.12, 0.09, -0.07], [-0.03, -0.01, -0.15], [0.04, -0.07, 0.13], [-0.04, -0.15, -0.07], [-0.13, 0.06, 0.06], [-0.06, -0.09, -0.12], [0.06, 0.12, -0.08]]}

---

{"formula": "C27H27BF4GeNOPd", "method": "ωB97M-V/def2-TZVPD", "homo_energy_ha": [-0.142, -0.193], "e_lumo_ev": [2.74, 2.38], "multiplicity": 3, "s_squared": 2.01, "relative_energy_kcal_mol": 13.7, "charge": -1, "mol_weight_g_mol": 647.35, "largest_force_ev_per_a": 3.05, "elements": ["Pd", "O", "C", "C", "C", "C", "C", "C", "C", "C", "N", "H", "H", "H", "H", "H", "H", "H", "H", "H", "H", "H", "C", "Ge", "C", "C", "C", "C", "C", "C", "C", "C", "C", "C", "C", "C", "C", "C", "C", "C", "C", "C", "H", "H", "H", "H", "H", "H", "H", "H", "H", "H", "H", "H", "H", "H", "H", "H", "F", "B", "F", "F", "F"], "xyz": [[0.2972, -0.8965, 1.1005], [-4.7997, -2.1908, 0.9665], [-4.3445, -3.1736, 1.8979], [-2.9474, -3.7573, 1.5189], [-1.6844, -2.9335, 1.6562], [-1.5154, -2.1538, 2.9110], [-2.1037, -2.5399, 4.1251], [-1.8149, -1.8265, 5.2901], [-0.9439, -0.7438, 5.2187], [-0.4739, -0.3577, 3.9614], [-0.6447, -1.1313, 2.8673], [-4.4574, -1.3668, 1.3615], [-5.1149, -3.9892, 2.0020], [-4.3215, -2.7197, 2.9041], [-3.0490, -4.1822, 0.5115], [-2.7398, -4.6828, 2.0824], [-1.4818, -2.3069, 0.7232], [-0.7838, -3.5810, 1.6314], [-2.8422, -3.4240, 4.1597], [-2.2758, -2.1101, 6.1997], [-0.6311, -0.2609, 6.1505], [0.0244, 0.5880, 3.7072], [1.5522, -1.0280, -0.3178], [1.6114, 0.4563, -1.6031], [0.1082, 0.2887, -2.8332], [0.2930, 0.3378, -4.1946], [-0.8929, 0.1654, -5.0000], [-2.1205, 0.3293, -4.4402], [-2.2823, 0.2372, -3.0545], [-1.1553, 0.2863, -2.2232], [3.3337, 0.9002, -2.5490], [4.4690, 0.1619, -2.2036], [5.6233, 0.3878, -2.8636], [5.7204, 1.2787, -3.9257], [4.7007, 2.1625, -4.1582], [3.4772, 1.8988, -3.5000], [1.5301, 1.7492, -0.0676], [0.5361, 2.6866, 0.1961], [0.7936, 3.7308, 1.1139], [1.9450, 3.7919, 1.8963], [2.9337, 2.8134, 1.6283], [2.7268, 1.8459, 0.6183], [2.2169, -1.9210, -0.3221], [1.2506, 0.3159, -4.7106], [-0.8795, -0.1048, -6.0831], [-2.9926, 0.3306, -5.0519], [-3.3186, 0.2798, -2.6866], [-1.2079, 0.1932, -1.1500], [4.4946, -0.6272, -1.4176], [6.5423, -0.1566, -2.6119], [6.5695, 1.2491, -4.5912], [4.7190, 2.9797, -4.8691], [2.5596, 2.4443, -3.7313], [-0.4342, 2.6467, -0.2471], [-0.0063, 4.3467, 1.2683], [2.0827, 4.4808, 2.7466], [3.8557, 2.7666, 2.1364], [3.4686, 1.0439, 0.5137], [-3.2526, 1.0918, -0.3491], [-3.0596, 1.0262, 1.0393], [-4.0690, 1.6385, 1.8053], [-1.7550, 1.5959, 1.2833], [-3.0393, -0.3604, 1.5636]], "atomic_forces_ev_per_a": [[0.80, 0.31, -0.29], [0.09, -0.60, 0.92], [-0.01, -0.07, 0.22], [-0.78, -1.41, 0.16], [0.91, 0.48, -1.61], [0.23, -0.22, 0.99], [-1.12, -0.88, 0.13], [0.57, -0.15, -1.56], [0.03, 0.21, 0.06], [0.23, -0.39, -0.43], [-2.01, 0.58, 1.67], [0.02, 0.06, -0.78], [0.81, 0.52, -0.52], [0.10, -0.09, -0.35], [0.16, 0.53, -0.08], [-0.52, 0.17, 0.36], [-0.64, -0.22, 1.26], [-0.52, -0.21, 0.00], [1.42, 1.61, -0.08], [-0.21, -0.25, 0.85], [-0.29, 0.26, -0.60], [0.11, -0.49, 0.67], [1.29, -0.51, -1.90], [0.49, -0.68, 1.55], [0.80, 1.47, 0.93], [-2.06, -1.43, -1.73], [1.93, 0.54, -0.84], [-0.34, -1.20, 1.09], [-0.24, 1.34, 0.56], [-0.52, -0.97, -1.34], [-0.59, -0.68, 0.46], [-0.66, -0.65, 1.27], [2.22, -0.51, -0.94], [0.40, 0.43, -0.09], [-1.86, -0.37, 0.16], [-0.33, 0.36, 0.10], [-0.46, 0.66, -1.63], [1.40, 0.91, 0.72], [0.98, -2.22, -0.14], [0.74, -1.03, -0.36], [-1.49, -0.16, -1.22], [0.47, 0.25, 1.62], [-0.30, 0.45, -0.18], [0.02, 0.04, 0.43], [0.46, 0.73, 0.82], [-0.54, -0.09, -0.43], [0.75, -0.12, 0.25], [-0.30, 0.16, 0.12], [-0.46, 0.76, -0.54], [-0.49, -0.09, -0.08], [0.44, 0.28, 0.27], [0.26, -0.22, -0.19], [0.45, 0.27, -0.14], [-0.31, -0.03, -0.42], [-1.82, 1.88, 0.62], [-0.18, -0.16, -0.75], [0.87, 0.16, 0.79], [-0.07, 0.48, -0.20], [-0.47, -0.31, 0.82], [0.69, -0.12, 0.81], [0.45, 0.15, -0.69], [-1.14, -0.53, 0.24], [0.13, 1.04, -0.79]]}

---

{"formula": "CH5NOP", "method": "ωB97M-V/def2-TZVPD", "homo_energy_ha": [-0.051, -0.051], "smiles": "C[PH2]=N[O-]", "e_lumo_ev": [4.83, 4.83], "relative_energy_kcal_mol": 116.8, "charge": -1, "mol_weight_g_mol": 78.03, "largest_force_ev_per_a": 2.85, "elements": ["C", "P", "N", "O", "H", "H", "H", "H", "H"], "xyz": [[0.8218, -0.2405, -0.6287], [-0.8937, -0.5279, 0.0079], [-1.1106, 1.0588, -0.2365], [-1.9904, 1.9782, -0.4183], [1.5141, -0.8944, -0.0704], [0.8318, -0.5806, -1.6649], [0.9761, 0.8559, -0.3756], [-1.3751, -1.7832, -0.5573], [-0.1681, -1.1805, 1.3022]], "atomic_forces_ev_per_a": [[0.09, -0.83, 0.51], [2.28, 0.64, 1.59], [-1.49, 1.64, -0.67], [-0.31, -0.40, 0.39], [0.03, 0.20, -0.05], [0.33, 0.68, -0.26], [0.01, -1.51, -0.83], [0.20, -0.17, -0.23], [-1.15, -0.24, -0.44]]}

---

{"formula": "C33H53CoN2O2P2S", "method": "ωB97M-V/def2-TZVPD", "homo_energy_ha": [-0.348, -0.371], "e_lumo_ev": [-3.07, -4.00], "multiplicity": 4, "s_squared": 3.82, "relative_energy_kcal_mol": 40.8, "charge": 1, "mol_weight_g_mol": 662.75, "largest_force_ev_per_a": 6.53, "elements": ["C", "C", "C", "C", "C", "H", "H", "H", "N", "P", "P", "C", "H", "H", "C", "O", "C", "H", "C", "C", "C", "C", "C", "H", "H", "H", "C", "H", "H", "H", "C", "H", "H", "H", "C", "H", "H", "H", "C", "H", "H", "H", "C", "H", "H", "H", "C", "H", "H", "H", "C", "H", "H", "H", "C", "H", "H", "H", "C", "H", "H", "H", "C", "H", "H", "H", "C", "H", "H", "H", "Co", "N", "C", "C", "C", "C", "C", "H", "C", "H", "C", "H", "H", "H", "C", "S", "C", "O", "H", "H", "H", "H", "H", "H"], "xyz": [[-1.8171, -1.4395, -2.5266], [0.4954, -1.6770, -2.5068], [-1.9631, -2.4325, -3.5021], [0.4010, -2.7656, -3.3600], [-0.8296, -3.1644, -3.8556], [-2.9625, -2.5679, -3.9493], [1.3262, -3.2631, -3.6688], [-0.9355, -3.9626, -4.5873], [-0.6368, -1.2908, -1.8712], [-2.6845, -0.0333, -0.3363], [2.6629, -0.4113, -0.8726], [-2.9058, -0.3952, -2.1532], [-2.7936, 0.5460, -2.7440], [-3.9082, -0.7710, -2.4096], [0.1235, 0.7753, 0.9823], [0.6454, 1.4307, 1.7957], [1.6467, -0.7131, -2.4777], [2.4704, -1.2970, -2.9933], [4.1582, 0.5408, -1.7656], [3.1515, -1.4843, 0.7312], [-3.3868, 1.7137, -0.1418], [-3.7826, -1.3449, 0.4746], [3.9537, 2.0167, -1.3719], [3.6437, 2.1412, -0.3199], [4.8831, 2.5939, -1.5278], [3.1611, 2.4518, -1.9975], [5.4825, -0.0298, -1.2347], [5.6069, 0.0258, -0.1408], [5.5886, -1.0743, -1.5758], [6.3033, 0.5559, -1.6854], [4.2665, 0.3996, -3.3037], [5.2362, 0.8199, -3.6264], [4.2757, -0.6633, -3.5656], [3.4876, 0.8921, -3.8981], [3.6168, -0.4387, 1.7913], [2.8060, 0.2467, 2.0953], [3.9313, -0.9735, 2.7039], [4.4822, 0.1752, 1.4679], [1.9153, -2.2665, 1.2065], [1.0555, -1.6260, 1.4521], [1.6074, -3.0073, 0.4573], [2.1627, -2.8371, 2.1095], [4.2612, -2.4758, 0.3650], [5.2245, -2.0174, 0.1100], [4.4258, -3.0967, 1.2551], [3.9453, -3.1537, -0.4444], [-4.3714, -0.8565, 1.7979], [-4.9164, -1.6978, 2.2392], [-3.6109, -0.5481, 2.5260], [-5.1151, -0.0632, 1.6500], [-2.8757, -2.5651, 0.6791], [-2.2341, -2.7532, -0.1957], [-2.2370, -2.4549, 1.5657], [-3.5190, -3.4435, 0.8176], [-4.9616, -1.7241, -0.4289], [-5.6319, -2.3474, 0.1750], [-5.5462, -0.8548, -0.7541], [-4.6584, -2.3126, -1.3017], [-2.5002, 2.7029, -0.9339], [-2.5112, 2.5001, -2.0157], [-2.8877, 3.7200, -0.7581], [-1.4524, 2.6648, -0.5952], [-3.3199, 2.0745, 1.3574], [-2.2964, 1.9668, 1.7534], [-3.6545, 3.1183, 1.4684], [-3.9831, 1.4446, 1.9589], [-4.8294, 1.7697, -0.6684], [-4.9032, 1.4267, -1.7130], [-5.5315, 1.1907, -0.0510], [-5.1542, 2.8217, -0.6334], [-0.4806, 0.0345, -0.4294], [0.4267, 1.1288, -1.6375], [1.1702, 0.6235, -2.6047], [1.1624, 1.4239, -3.8848], [1.0550, 2.8381, -3.8366], [1.1121, 0.7974, -5.1561], [0.8285, 3.6090, -4.9882], [1.1279, 3.3093, -2.8444], [0.9014, 1.5645, -6.3409], [1.2286, -0.2937, -5.2232], [0.7254, 2.9523, -6.2356], [0.7441, 4.6969, -4.8988], [0.8820, 1.0623, -7.3335], [0.5526, 3.5376, -7.1294], [-0.5968, -0.4844, 5.6661], [-0.4311, -0.8975, 3.9178], [-0.8783, -2.6299, 4.2098], [-1.6291, -0.2704, 3.2527], [-0.2150, -1.3073, 6.2826], [-1.6500, -0.2818, 5.9182], [0.0304, 0.3876, 5.8612], [-0.4185, -2.9505, 5.1555], [-1.9737, -2.7503, 4.2610], [-0.4721, -3.2492, 3.4024]], "atomic_forces_ev_per_a": [[-0.42, 0.07, 0.46], [-1.57, -0.43, 0.62], [-0.38, 0.57, 0.14], [1.13, -0.28, -0.43], [-0.84, 0.01, 0.13], [0.81, -0.04, 0.08], [-0.35, 0.31, -0.26], [0.26, 0.05, 0.24], [-0.13, 0.64, -2.14], [-1.57, 1.14, -0.37], [-0.66, 1.61, 0.94], [0.03, -0.93, -0.17], [0.42, -0.73, 0.44], [0.43, 0.09, 0.09], [2.51, 2.69, 4.81], [-1.42, -1.40, -1.90], [2.95, -5.57, 1.68], [-1.18, 1.65, -0.80], [-0.04, -0.15, 0.67], [0.32, 0.04, -1.09], [-0.17, -0.63, 0.02], [0.13, 0.59, -0.34], [0.02, 0.18, 0.07], [0.22, -0.10, -0.38], [-0.32, -0.24, -0.05], [0.26, -0.02, 0.24], [0.31, 0.14, -0.02], [-0.11, -0.04, -0.54], [0.13, 0.50, 0.19], [-0.26, -0.21, 0.20], [-0.13, -0.22, 0.09], [-0.38, -0.10, 0.25], [0.16, 0.13, -0.17], [0.20, -0.11, 0.39], [-0.14, 0.11, -0.18], [0.29, -0.33, -0.30], [-0.08, -0.03, -0.36], [-0.57, -0.42, 0.10], [-0.11, 0.13, -0.22], [0.31, -0.09, -0.17], [0.00, 0.19, 0.04], [0.16, 0.16, -0.04], [0.10, -0.44, 0.47], [-0.55, -0.20, 0.16], [0.12, -0.07, -0.12], [0.13, 0.26, 0.22], [-0.05, -0.26, 0.41], [0.03, -0.05, 0.01], [-0.22, -0.01, -0.32], [0.23, -0.26, 0.01], [-0.05, -0.21, 0.08], [-0.20, -0.04, 0.24], [-0.12, 0.09, -0.25], [0.19, 0.04, 0.06], [-0.20, -0.18, 0.06], [0.05, -0.02, -0.18], [0.19, -0.22, 0.01], [-0.07, 0.09, 0.14], [0.01, -0.25, 0.17], [0.00, 0.16, 0.30], [0.12, -0.31, -0.12], [-0.39, 0.07, -0.13], [-0.07, 0.16, -0.10], [-0.39, 0.12, -0.11], [0.21, -0.23, 0.04], [0.32, 0.42, -0.17], [-0.06, 0.42, 0.10], [0.00, 0.14, 0.33], [0.26, 0.17, -0.21], [-0.07, -0.27, -0.08], [0.73, -1.17, -0.72], [2.33, -0.91, -2.96], [-2.95, 4.71, 0.16], [-0.15, 0.26, -1.15], [-0.13, -0.18, 0.19], [-0.05, 0.58, -0.18], [0.15, -1.07, 0.12], [-0.10, -0.15, -0.58], [0.11, -0.37, 0.83], [-0.07, 0.48, -0.03], [0.32, -0.14, 0.51], [0.00, -0.49, -0.15], [-0.05, 0.46, 0.93], [-0.01, -0.02, -0.01], [0.41, 0.34, 0.56], [-1.36, -0.23, 0.59], [0.20, -0.64, -0.13], [0.77, -0.16, -0.08], [-0.08, 0.30, -0.16], [0.38, -0.09, -0.33], [-0.28, 0.09, 0.02], [-0.17, -0.03, -0.45], [0.44, 0.30, -0.01], [-0.20, 0.11, 0.07]]}

---

{"formula": "C5H11N", "method": "ωB97M-V/def2-TZVPD", "homo_energy_ha": -0.307, "smiles": "CN1C=C1.CC", "e_lumo_ev": 1.15, "relative_energy_kcal_mol": 92.6, "mol_weight_g_mol": 85.15, "largest_force_ev_per_a": 0.20, "elements": ["C", "N", "C", "C", "H", "H", "H", "H", "H", "C", "C", "H", "H", "H", "H", "H", "H"], "xyz": [[0.7492, 0.5263, -2.7075], [-0.1306, 0.1403, -1.5958], [0.4168, -0.9791, -0.7734], [-0.4991, -1.3039, -1.6009], [1.3940, 1.3491, -2.3803], [0.1377, 0.8869, -3.5416], [1.3826, -0.3009, -3.0633], [1.1132, -1.1126, 0.0377], [-1.2221, -1.9501, -2.0714], [-0.1808, -0.2107, 2.6816], [-0.6583, 0.8937, 1.7400], [-0.9471, -0.9833, 2.8137], [0.7224, -0.7058, 2.3032], [0.0640, 0.1885, 3.6723], [-1.5111, 1.4314, 2.1685], [0.1354, 1.6258, 1.5512], [-0.9663, 0.5046, 0.7658]], "atomic_forces_ev_per_a": [[0.06, 0.09, -0.10], [0.06, 0.04, -0.11], [-0.09, -0.16, -0.09], [0.13, -0.08, 0.11], [-0.08, -0.10, -0.04], [0.06, -0.04, 0.11], [-0.10, 0.07, 0.07], [-0.13, 0.00, -0.15], [0.13, 0.11, 0.09], [0.02, -0.04, 0.05], [0.00, 0.06, -0.01], [0.12, 0.13, -0.01], [-0.16, 0.08, 0.07], [-0.04, -0.07, -0.14], [0.13, -0.07, -0.06], [-0.13, -0.09, 0.06], [0.03, 0.07, 0.16]]}